No. 1
ORCA calculation (ωB97M-V with the def2-TZVPD basis set) on a structure of composition C26H38N3O12P2PbS.

XYZ file:
```
83
C26H38N3O12P2PbS, DFT ωB97M-V with the def2-TZVPD basis set
Pb -1.962 1.825 0.187
O -3.927 7.096 -3.237
C -3.674 5.903 -2.605
C -4.184 5.630 -1.346
C -3.869 4.411 -0.772
N -3.113 3.513 -1.395
C -2.645 3.762 -2.616
C -2.901 4.958 -3.264
C -1.848 2.631 -3.284
O -1.514 2.820 -4.469
O -1.638 1.630 -2.559
C -4.403 4.011 0.611
O -5.258 4.742 1.113
O -3.920 2.937 1.084
H -4.425 7.650 -2.627
H -4.815 6.318 -0.798
H -2.505 5.123 -4.255
C 2.027 1.667 -3.501
C 2.645 0.294 -3.449
C 4.097 0.318 -3.001
O 1.943 -0.673 -2.622
P 1.189 -0.483 -1.230
O 0.920 0.877 -0.766
C 2.364 -1.362 -0.144
P 1.758 -1.827 1.509
O 0.309 -1.747 1.643
O 2.645 -1.095 2.597
C 2.436 0.293 3.100
C 2.666 1.300 2.002
C 1.091 0.453 3.779
O 2.289 -3.336 1.669
C 3.647 -3.652 2.012
C 3.753 -3.857 3.510
C 4.022 -4.898 1.229
O -0.103 -1.356 -1.374
C -0.177 -2.726 -1.805
C -1.070 -3.465 -0.828
C -0.715 -2.730 -3.224
H 2.537 2.227 -4.289
H 2.132 2.199 -2.558
H 0.974 1.617 -3.757
H 2.579 -0.148 -4.448
H 4.179 0.783 -2.016
H 4.693 0.906 -3.700
H 4.510 -0.692 -2.950
H 3.219 -0.688 -0.069
H 2.712 -2.273 -0.635
H 3.244 0.357 3.833
H 1.935 1.208 1.198
H 3.673 1.200 1.583
H 2.553 2.302 2.417
H 0.265 0.241 3.099
H 0.987 1.488 4.107
H 1.013 -0.208 4.644
H 4.291 -2.821 1.707
H 3.066 -4.646 3.821
H 3.497 -2.941 4.037
H 4.769 -4.153 3.779
H 3.376 -5.729 1.518
H 5.058 -5.176 1.424
H 3.899 -4.728 0.160
H 0.835 -3.153 -1.797
H -2.075 -3.042 -0.849
H -0.699 -3.366 0.189
H -1.127 -4.523 -1.097
H -1.694 -2.252 -3.239
H -0.814 -3.755 -3.589
H -0.053 -2.174 -3.886
S -0.523 4.324 0.569
C 0.481 4.185 1.898
N 1.203 4.131 2.808
O -2.082 0.570 2.235
N -2.953 -0.452 2.179
C -4.285 -0.213 1.880
C -5.163 -1.255 1.780
C -4.759 -2.591 1.986
C -3.392 -2.785 2.338
C -2.530 -1.734 2.424
H -4.554 0.830 1.790
H -6.192 -1.015 1.541
H -5.453 -3.416 1.909
H -2.994 -3.776 2.524
H -1.475 -1.821 2.629
```

Properties
Energy   -91286.7935 eV
Multiplicity   2
Total charge   -2
Energy above the lowest of the compared OMol25 structures with the same formula, charge and spin   0.0 kcal/mol
⟨S²⟩   0.76


No. 2
ORCA calculation (ωB97M-V with the def2-TZVPD basis set) on a cluster of 7 separate species, C26H39INO12 in total at a distorted geometry.

XYZ file:
```
79
C26H39INO12, DFT ωB97M-V with the def2-TZVPD basis set
C 6.948 0.504 0.259
C 5.543 0.736 0.368
N 4.034 0.949 0.128
I 3.154 -0.914 0.022
H 8.072 0.479 -0.141
H 3.651 1.541 0.901
H 3.921 1.440 -0.810
O -2.512 -1.649 -4.386
C -1.730 -1.648 -3.450
O -0.664 -2.494 -3.337
C -0.035 -2.289 -2.072
C -0.441 -0.902 -1.647
C -1.819 -0.763 -2.243
H -0.390 -3.057 -1.378
H 1.049 -2.382 -2.181
H -0.417 -0.760 -0.563
H 0.231 -0.163 -2.100
H -2.593 -1.149 -1.574
H -2.031 0.270 -2.527
O -2.585 3.511 -2.023
C -3.621 3.061 -2.485
O -3.990 1.749 -2.413
C -5.197 1.560 -3.150
C -5.836 2.923 -3.222
C -4.644 3.845 -3.250
H -4.944 1.167 -4.140
H -5.835 0.837 -2.634
H -6.501 3.041 -4.081
H -6.421 3.107 -2.313
H -4.280 4.010 -4.268
H -4.860 4.796 -2.758
O 4.096 -3.257 6.010
C 4.252 -2.320 5.244
O 3.268 -1.440 4.895
C 3.770 -0.546 3.903
C 5.268 -0.579 4.059
C 5.521 -1.993 4.518
H 3.448 -0.900 2.918
H 3.365 0.456 4.070
H 5.803 -0.314 3.144
H 5.574 0.122 4.845
H 5.638 -2.679 3.675
H 6.383 -2.050 5.186
O -3.986 6.154 -4.684
C -2.994 6.161 -5.394
O -2.305 5.041 -5.765
C -1.144 5.427 -6.499
C -1.446 6.807 -7.023
C -2.327 7.385 -5.945
H -0.284 5.418 -5.821
H -0.966 4.713 -7.308
H -0.548 7.399 -7.218
H -2.012 6.732 -7.959
H -1.742 7.860 -5.152
H -3.061 8.081 -6.357
O 9.442 -6.236 5.959
C 8.418 -5.981 6.570
O 8.377 -5.315 7.762
C 7.033 -5.291 8.239
C 6.174 -5.500 7.020
C 7.036 -6.386 6.157
H 6.910 -6.092 8.977
H 6.830 -4.331 8.722
H 5.196 -5.931 7.250
H 6.010 -4.541 6.513
H 6.889 -7.445 6.387
H 6.870 -6.195 5.094
O -7.656 0.037 -2.129
C -7.466 -0.479 -1.040
O -8.429 -0.638 -0.085
C -7.833 -1.174 1.095
C -6.564 -1.841 0.633
C -6.148 -0.985 -0.537
H -7.640 -0.352 1.793
H -8.520 -1.884 1.565
H -5.804 -1.911 1.416
H -6.785 -2.857 0.284
H -5.536 -0.136 -0.222
H -5.633 -1.572 -1.300
```

Properties
Energy   -61742.2652 eV
Total charge   +1


No. 3
ORCA calculation (ωB97M-V with the def2-TZVPD basis set) on a structure of composition C26H39N8O5STi at a distorted geometry.

XYZ file:
```
80
C26H39N8O5STi, DFT ωB97M-V with the def2-TZVPD basis set
Ti 0.057 -0.099 0.178
C -3.980 1.497 -1.245
N -2.972 2.485 -0.917
C -3.363 3.872 -0.991
C -1.799 2.093 -0.353
O -1.499 0.878 -0.264
C -0.877 3.177 0.202
O 0.315 2.633 0.727
C 1.503 2.932 0.030
C 1.667 2.005 -1.171
O 0.956 0.976 -1.240
N 2.528 2.353 -2.142
C 2.657 1.537 -3.332
C 3.411 3.494 -2.041
H -4.388 1.697 -2.237
H -4.792 1.530 -0.514
H -3.527 0.505 -1.229
H -4.271 3.950 -1.583
H -2.592 4.471 -1.479
H -3.566 4.295 -0.003
H -1.391 3.672 1.038
H -0.659 3.928 -0.567
H 2.317 2.778 0.750
H 1.512 3.987 -0.279
H 2.023 0.659 -3.234
H 3.691 1.211 -3.454
H 2.345 2.107 -4.210
H 4.025 3.449 -1.140
H 2.860 4.436 -2.038
H 4.070 3.500 -2.905
O 1.721 -0.828 0.365
N 2.134 -1.031 1.599
N 1.328 -0.439 2.433
O 0.352 0.335 1.926
C 1.488 -0.520 3.798
C 0.869 0.430 4.617
C 1.039 0.358 5.983
C 1.813 -0.651 6.537
C 2.415 -1.600 5.721
C 2.259 -1.548 4.352
H 0.283 1.213 4.159
H 0.573 1.098 6.618
H 1.941 -0.700 7.606
H 3.008 -2.385 6.162
H 2.707 -2.281 3.701
C -4.853 0.302 2.304
N -3.455 -0.057 2.278
C -2.576 0.922 2.864
C -2.974 -1.151 1.641
N -1.724 -1.274 1.313
N -3.929 -2.120 1.363
C -4.708 -2.698 2.441
C -3.687 -3.063 0.293
H -5.288 0.211 3.305
H -5.425 -0.315 1.616
H -4.959 1.350 2.000
H -2.700 0.929 3.950
H -2.825 1.916 2.484
H -1.549 0.674 2.605
H -1.546 -2.225 1.003
H -4.720 -2.051 3.311
H -4.282 -3.663 2.736
H -5.731 -2.860 2.100
H -3.124 -2.589 -0.511
H -4.662 -3.364 -0.092
H -3.162 -3.966 0.629
S 1.210 -3.938 -1.592
C 0.256 -3.008 -0.491
N -0.212 -1.853 -0.947
C 0.107 -1.697 -2.270
C -0.334 -0.666 -3.107
C 0.127 -0.634 -4.410
C 0.981 -1.618 -4.903
C 1.375 -2.680 -4.108
C 0.922 -2.721 -2.801
H 0.179 -3.323 0.537
H -1.023 0.078 -2.721
H -0.182 0.171 -5.060
H 1.332 -1.556 -5.921
H 2.009 -3.461 -4.493
```

Properties
Energy   -83696.7160 eV
Multiplicity   3
Total charge   +1
⟨S²⟩   2.02